C14H24N2O9PS2 | ωB97M-V with the def2-TZVPD basis set

XYZ file:
```
52
C14H24N2O9PS2 | the Open Molecules 2025 dataset | ωB97M-V with the def2-TZVPD basis set
O -2.43581 -1.04985 5.87099
N -3.05934 -1.84120 5.32148
O -3.07800 -1.58593 3.86455
C -2.00008 -2.27153 3.22110
C -1.21846 -1.25869 2.42297
C -1.94001 -0.36116 1.64248
C -1.25925 0.60586 0.92979
N 0.07417 0.66512 1.00123
C 0.79537 -0.18156 1.72534
C 0.17538 -1.19090 2.45232
P 1.37393 -2.24278 3.32850
O 2.66652 -2.08006 2.66604
O 1.43494 -1.74800 4.83925
O 0.92960 -3.76310 3.30807
H -1.39453 -2.73973 3.99252
H -2.42857 -3.00494 2.54081
H -3.01301 -0.40552 1.58790
H -1.77420 1.32436 0.31622
H 0.58816 1.37314 0.47763
H 1.86546 -0.07273 1.73555
H 0.71929 -1.13192 5.04491
H -0.01476 -3.93174 3.22682
C 5.41090 -0.72214 -1.48607
C 6.07966 0.36348 -0.63133
C 5.19202 1.61403 -0.69804
S 3.52531 1.01835 -0.98477
O 3.06615 1.47225 -2.26954
O 2.71541 1.25014 0.20192
C 3.93872 -0.71841 -1.08556
H 5.86111 -1.69920 -1.32444
H 5.50943 -0.47642 -2.54525
H 6.15412 0.01870 0.40131
H 7.08747 0.58519 -0.97578
H 5.20811 2.18615 0.22610
H 5.45295 2.25748 -1.53558
H 3.28367 -1.20119 -1.80747
H 3.79545 -1.15437 -0.09489
C -4.11938 0.61975 -4.09761
C -4.73573 2.02345 -4.01987
C -4.72868 2.44767 -2.54465
S -3.34731 1.58744 -1.79222
O -3.84678 0.65369 -0.80426
O -2.30622 2.52543 -1.43072
C -2.85350 0.67346 -3.24659
H -3.89471 0.33148 -5.12229
H -4.81432 -0.11495 -3.68594
H -4.13384 2.71951 -4.60607
H -5.74536 2.04367 -4.42424
H -4.58299 3.51740 -2.41882
H -5.63186 2.13290 -2.02557
H -2.48149 -0.30502 -2.95012
H -2.06510 1.24298 -3.73810
```

- frontier orbital gap (Ha) = 0.336
- E_LUMO (eV) = -3.95
- E_HOMO (eV) = -13.10
- net charge = +1


C14H24NO2OsP | ωB97M-V with the def2-TZVPD basis set

XYZ file:
```
43
C14H24NO2OsP | the Open Molecules 2025 dataset | ωB97M-V with the def2-TZVPD basis set
C -2.82161 0.20709 -4.04657
C -2.62016 -1.01694 -3.42093
C -1.87260 -1.11813 -2.24830
C -1.36659 0.07118 -1.71786
C -1.55617 1.31700 -2.33137
C -2.31823 1.37672 -3.49090
C -1.67466 -2.43780 -1.57217
C -0.23714 -2.93999 -1.37443
N 0.80882 -1.87205 -1.19045
Os 0.01434 -0.04754 -0.18072
C -0.86885 2.51871 -1.75017
P 0.77597 1.87349 -1.00463
H -3.04690 -1.91966 -3.85401
H -2.45959 2.34258 -3.97563
H -3.36715 0.25653 -4.98117
H -1.43329 2.96540 -0.91266
H -0.67168 3.28912 -2.51281
H -2.16497 -2.43568 -0.58653
H -2.17814 -3.19983 -2.18034
H -0.21398 -3.57344 -0.48063
C 1.48819 3.27361 -0.07688
C 1.76414 1.94968 -2.56504
H 0.09473 -3.54562 -2.23330
C 1.37637 -1.50021 -2.51346
C 1.90714 -2.39901 -0.32421
H -0.25682 1.14598 0.88097
H 1.83964 -2.38733 -2.96582
H 0.56953 -1.14517 -3.15816
H 2.14454 -0.73063 -2.38974
H 2.51424 -3.12720 -0.88301
H 2.52845 -1.56012 -0.00214
H 1.46490 -2.87915 0.55161
H 1.80602 2.97616 -2.95816
H 2.79370 1.61482 -2.38519
H 1.31318 1.31996 -3.34208
H 1.63068 4.16671 -0.70065
H 0.82382 3.50970 0.76415
H 2.46743 2.95134 0.30362
H 1.00570 0.50313 0.94854
O -1.38431 -2.31029 3.03240
C -0.93684 -1.40968 2.34866
O -0.82782 -1.44256 1.03558
H -0.57351 -0.45175 2.79766
```

- frontier orbital gap (alpha / beta) (Ha) = 0.353 / 0.094
- E_LUMO (alpha / beta) (eV) = -6.20 / -12.42
- E_HOMO (alpha / beta) (eV) = -15.81 / -14.97
- energy relative to the best compared isomer or geometry (same formula, charge and spin) (kcal per mole) = 0.0
- net charge = +2
- <S²> = 6.028
- multiplicity = 5


C14H24O2 | ωB97M-V with the def2-TZVPD basis set

XYZ file:
```
40
C14H24O2 | the Open Molecules 2025 dataset | ωB97M-V with the def2-TZVPD basis set
C 1.65432 -1.99044 -1.14144
C 1.32404 -0.54004 -0.69332
C 1.10432 -0.49552 0.84140
C 1.90717 -1.54474 1.69160
C 1.46388 0.83004 1.41369
C 0.21033 1.31630 2.15739
C -0.99861 0.81925 1.47082
C -0.42432 -0.62655 1.16910
C -1.33849 -1.40327 0.11247
C -1.25905 -0.85187 -1.37481
C 0.04636 -0.00015 -1.48268
C 0.41983 0.34368 -2.90946
O -0.31671 1.43505 -0.99663
C -1.20997 1.64867 0.20116
C -2.68412 1.69341 -0.03687
O -0.93344 3.06096 0.31031
H 0.70470 -2.56393 -1.17405
H 2.15318 -2.06992 -2.18759
H 2.40112 -2.36998 -0.49426
H 2.26250 -0.04944 -0.89072
H 3.01200 -1.53071 1.61672
H 1.85069 -1.53927 2.73360
H 1.55680 -2.46165 1.33593
H 2.44950 0.69614 2.02339
H 1.86389 1.60951 0.70546
H 0.26800 0.79683 3.09048
H 0.06199 2.39270 2.43162
H -1.80898 0.81963 2.21822
H -0.47373 -1.23514 2.13180
H -0.90909 -2.43292 0.12199
H -2.34623 -1.43102 0.48323
H -1.24197 -1.72164 -2.11724
H -2.15962 -0.35493 -1.68259
H 1.01093 -0.51068 -3.43746
H 1.09327 1.26132 -3.00154
H -0.53322 0.53671 -3.52958
H -2.85414 1.76489 -1.10465
H -3.19466 2.57883 0.37060
H -3.14863 0.70108 0.22231
H -0.98384 3.41884 -0.59841
```

- frontier orbital gap (Ha) = 0.379
- E_LUMO (eV) = 0.81
- E_HOMO (eV) = -9.50
- energy relative to the best compared isomer or geometry (same formula, charge and spin) (kcal per mole) = 53.4
- SMILES = C[C@@H]1[C@@]2(C)CC[C@@H]3[C@H]2CC[C@@]1(C)O[C@]3(C)O


C14H25AuGe | ωB97M-V with the def2-TZVPD basis set

XYZ file:
```
41
C14H25AuGe | the Open Molecules 2025 dataset | ωB97M-V with the def2-TZVPD basis set
Au -0.29652 0.41566 0.15668
C -3.52631 -0.71663 -3.95748
C -2.91758 0.12199 -2.83693
C -3.64047 -0.15751 -1.48718
C -1.47185 -0.10454 -2.60552
C -0.83083 -1.33515 -2.90051
C 0.51597 -1.50214 -2.71347
C 1.32732 -0.45919 -2.20725
C 2.78615 -0.60762 -2.04761
C 0.69715 0.79544 -1.86822
C -0.67111 0.96223 -2.05131
H -4.55395 -0.39359 -4.11558
H -3.55970 -1.77637 -3.70288
H -2.99085 -0.58958 -4.89790
H -3.05125 1.18639 -3.05293
H -3.53825 -1.20646 -1.20736
H -4.69846 0.06047 -1.62665
H -3.26658 0.47168 -0.67801
H -1.42158 -2.14346 -3.31016
H 0.98945 -2.44047 -2.97390
H 3.04961 -0.52213 -0.98585
H 3.30480 0.21957 -2.54245
H 3.15626 -1.55523 -2.42803
H 1.32839 1.64916 -1.64640
H -1.11928 1.94656 -1.96927
C 1.20024 -2.52323 1.95234
Ge -0.49174 -1.68544 2.36783
C -2.05182 -2.57476 1.65244
C -0.68862 -1.44109 4.40241
C -0.48236 0.29999 2.22872
H 1.22135 -3.51874 2.39822
H 2.04413 -1.95731 2.34306
H 1.32296 -2.65038 0.87610
H -2.16081 -3.54670 2.13576
H -1.93625 -2.75717 0.58315
H -2.96410 -2.00553 1.82288
H -0.69535 -2.50738 4.64857
H -1.62837 -0.95304 4.63176
H 0.17596 -0.92466 4.80196
H 0.38218 0.74766 2.71401
H -1.40252 0.77121 2.56622
```

- frontier orbital gap (alpha / beta) (Ha) = 0.312 / 0.222
- E_LUMO (alpha / beta) (eV) = -7.33 / -10.79
- E_HOMO (alpha / beta) (eV) = -15.81 / -16.82
- net charge = +2
- <S²> = 2.023
- multiplicity = 3


C14H25BIO3P2Pr | ωB97M-V with the def2-TZVPD basis set

XYZ file:
```
47
C14H25BIO3P2Pr | the Open Molecules 2025 dataset | ωB97M-V with the def2-TZVPD basis set
C -0.61262 0.00398 -2.14810
I 1.73802 0.29450 2.54060
H -0.00983 0.12596 -3.07184
H -1.28186 0.87108 -2.08930
H -1.23602 -0.88684 -2.28894
Pr 1.18206 -0.13532 -0.48555
P 0.24798 2.58078 -0.03056
C -1.19166 3.36297 0.76850
C 1.60796 3.46060 0.84183
H 1.66157 4.49813 0.48692
H 0.49193 4.54511 -1.41842
H 2.56405 2.96176 0.64355
H 1.14945 3.09404 -2.24482
H -1.28826 2.96549 1.78750
H 1.42672 3.44086 1.92090
C 0.32260 3.48198 -1.63354
H -1.04830 4.45421 0.79761
H -0.61576 3.34506 -2.18410
H -2.09815 3.11941 0.19833
P -0.03152 -2.69747 -0.04332
C -1.36566 -3.75783 0.54775
C 0.30915 -3.39313 -1.69402
H 2.32714 -2.66486 0.69775
H 1.62060 -4.30025 0.57518
H 1.23109 -3.23978 1.97571
C 1.42755 -3.26930 0.89906
H 1.14071 -2.88911 -2.20926
H 0.56854 -4.44919 -1.54679
H -1.02819 -4.80736 0.48175
H -2.24915 -3.61429 -0.09223
H -0.58108 -3.31406 -2.33031
H -1.62205 -3.52128 1.58785
C -1.23560 -0.73022 0.77717
O -2.26260 -0.37646 0.27840
O -0.44117 -1.94623 2.97187
B -0.75527 -0.71592 2.28633
O -1.59133 0.11525 3.15813
C -1.59661 -0.52719 4.36693
C -1.96465 -0.03558 5.60804
C -1.46437 -0.71015 6.73155
C -0.64327 -1.83650 6.62373
C -0.34108 -2.38444 5.36677
C -0.85213 -1.73476 4.26456
H -2.60185 0.85072 5.67964
H -1.71875 -0.33185 7.72475
H -0.21533 -2.30346 7.51364
H 0.31087 -3.23472 5.21439
```

- frontier orbital gap (alpha / beta) (Ha) = 0.178 / 0.180
- E_LUMO (alpha / beta) (eV) = -8.90 / -8.84
- E_HOMO (alpha / beta) (eV) = -13.74 / -13.75
- net charge = +2
- <S²> = 2.023
- multiplicity = 3


| no. | molar mass (g/mol) |
| --- | --- |
| 1 | 459.46 |
| 2 | 459.56 |
| 3 | 224.34 |
| 4 | 462.93 |
| 5 | 581.92 |